Computed, not measured: C47H85BiN5O3P2SSi as an isolated structure, with wB97M-V/def2-TZVPD.

Geometry as ORCA input:
```
! wB97M-V def2-TZVPD RIJCOSX def2/J DEFGRID3
* xyz 1 1
Bi 0.26 -0.20 0.00
C -3.29 1.05 -0.02
C -2.86 1.40 -1.44
C -3.67 2.58 -1.97
P -1.03 1.66 -1.56
C -0.76 1.71 -3.41
C 0.50 0.94 -3.82
C -0.76 3.08 -4.08
C -0.72 3.20 -0.66
C -0.95 4.47 -1.19
C -0.78 5.63 -0.45
C -1.06 6.99 -1.05
C -0.34 5.48 0.87
C -0.12 4.24 1.43
C -0.30 3.05 0.69
N -0.01 1.81 1.22
C -0.02 1.53 2.60
C -1.06 1.97 3.43
C -1.11 1.60 4.77
C -0.15 0.76 5.33
C -0.20 0.36 6.79
C 0.88 0.32 4.51
C 0.98 0.70 3.17
P 2.45 0.34 2.13
C 2.99 -1.36 2.63
C 4.26 -1.69 1.84
C 1.92 -2.43 2.39
C 3.75 1.43 2.91
C 3.17 2.84 3.07
C 4.36 0.94 4.22
H -4.37 0.94 0.02
H -2.85 0.11 0.31
H -3.00 1.84 0.69
H -3.02 0.54 -2.09
H -3.45 3.49 -1.41
H -3.49 2.77 -3.03
H -4.73 2.37 -1.85
H -1.63 1.14 -3.77
H 1.40 1.45 -3.44
H 0.49 -0.08 -3.45
H 0.56 0.92 -4.91
H 0.05 3.71 -3.70
H -0.58 2.94 -5.15
H -1.70 3.62 -3.98
H -1.31 4.58 -2.20
H -0.78 7.03 -2.10
H -2.13 7.24 -0.98
H -0.51 7.77 -0.52
H -0.18 6.37 1.48
H 0.22 4.17 2.46
H -1.83 2.60 3.02
H -1.93 1.97 5.38
H -1.19 0.55 7.22
H 0.03 -0.70 6.92
H 0.52 0.93 7.38
H 1.63 -0.34 4.93
H 3.23 -1.35 3.69
H 4.04 -1.69 0.76
H 5.06 -0.96 2.02
H 4.64 -2.68 2.10
H 1.73 -2.59 1.32
H 2.25 -3.39 2.80
H 0.97 -2.18 2.87
H 4.54 1.47 2.15
H 2.52 2.89 3.95
H 3.98 3.57 3.21
H 2.57 3.16 2.21
H 3.60 0.84 5.00
H 4.89 -0.01 4.11
H 5.09 1.68 4.57
N -2.81 -2.33 3.17
C -3.19 -3.03 2.04
C -2.43 -2.53 1.04
N -1.61 -1.53 1.53
C -1.86 -1.44 2.82
H -3.18 -2.46 4.10
H -3.93 -3.81 2.07
H -2.40 -2.82 -0.01
H -1.40 -0.75 3.52
C 5.99 2.05 -0.43
C 5.07 2.27 -1.62
N 3.71 1.76 -1.39
C 2.81 2.66 -0.64
C 2.54 3.98 -1.35
C 3.36 0.50 -1.71
C 4.33 -0.31 -2.54
N 2.23 -0.06 -1.38
H 7.00 2.38 -0.67
H 6.03 0.99 -0.16
H 5.65 2.61 0.44
H 5.48 1.81 -2.51
H 4.99 3.33 -1.84
H 3.24 2.85 0.35
H 1.88 2.14 -0.48
H 3.41 4.64 -1.37
H 1.73 4.51 -0.83
H 2.21 3.81 -2.38
H 4.49 0.15 -3.52
H 3.94 -1.31 -2.70
H 5.31 -0.39 -2.05
H 2.12 -0.96 -1.83
C -4.93 -1.06 -3.93
C -4.27 -2.26 -3.28
C -4.81 -2.48 -1.87
C -4.55 -3.49 -4.15
O -2.84 -1.98 -3.19
Si -1.53 -2.97 -3.09
S -0.01 -2.21 -1.81
O -2.11 -4.40 -2.56
C -1.53 -5.69 -2.26
C -1.61 -5.88 -0.75
C -0.07 -5.77 -2.71
C -2.37 -6.72 -2.98
O -0.72 -3.10 -4.50
C -0.93 -3.26 -5.91
C 0.45 -3.45 -6.51
C -1.57 -1.98 -6.45
C -1.80 -4.47 -6.20
H -5.98 -1.29 -4.15
H -4.43 -0.82 -4.87
H -4.91 -0.18 -3.29
H -5.89 -2.67 -1.91
H -4.63 -1.60 -1.25
H -4.32 -3.34 -1.41
H -5.62 -3.68 -4.18
H -4.05 -4.38 -3.75
H -4.21 -3.31 -5.17
H -0.98 -5.15 -0.24
H -1.27 -6.88 -0.48
H -2.64 -5.75 -0.42
H 0.52 -4.99 -2.23
H 0.01 -5.64 -3.79
H 0.34 -6.75 -2.44
H -3.42 -6.61 -2.70
H -2.05 -7.73 -2.71
H -2.29 -6.61 -4.06
H 1.08 -2.57 -6.31
H 0.38 -3.60 -7.59
H 0.93 -4.32 -6.06
H -0.91 -1.13 -6.27
H -2.52 -1.79 -5.95
H -1.74 -2.07 -7.52
H -1.31 -5.39 -5.85
H -1.96 -4.57 -7.27
H -2.77 -4.39 -5.70
*
```

HOMO = -0.3419 Eh
Kohn-Sham gap = 7.0374 eV
Energy above the lowest of the compared OMol25 structures with the same formula, charge and spin = 0.420 eV
Max |F| = 0.0106 hartree/bohr

=====

Computed, not measured: a 4-piece molecular cluster, C47H87ClI2N2O13PS overall, with wB97M-V/def2-TZVPD.

Geometry as ORCA input:
```
! wB97M-V def2-TZVPD RIJCOSX def2/J DEFGRID3
* xyz 1 1
C -1.65 1.35 -3.05
C -0.72 0.45 -2.17
O -0.42 0.98 -0.84
C -1.49 1.51 -0.21
N -2.63 0.96 0.12
C -3.03 -0.45 -0.15
C -1.90 -1.38 0.44
C -2.42 -2.76 1.00
C -1.23 -3.38 1.86
C 0.03 -3.76 0.96
C 1.21 -2.70 1.08
C 2.27 -2.89 -0.08
C 1.70 -2.37 -1.45
C 2.79 -1.79 -2.46
C 4.22 -2.45 -2.35
C 5.26 -1.38 -1.80
C 5.98 -1.79 -0.46
N 5.37 -1.16 0.73
C 5.21 -1.84 1.94
C 4.59 -1.00 2.94
C 4.38 0.32 2.25
C 4.90 0.13 0.92
C -3.43 2.00 0.83
C -4.72 1.59 1.63
C -6.04 2.18 1.04
O -6.58 1.82 0.04
O -6.66 3.20 1.78
C -2.48 3.15 1.43
C -1.98 2.80 2.90
C -1.97 4.02 3.88
O -2.91 4.46 4.45
Cl -0.36 4.81 4.21
P -3.64 4.64 1.39
S -2.74 6.36 1.45
C -1.36 3.01 0.28
C -1.23 4.15 -0.76
I -2.82 4.63 -2.17
C -0.11 4.93 -0.82
C 1.12 4.74 0.14
I 0.06 6.56 -2.23
H -2.71 1.41 -2.69
H -1.15 2.34 -3.16
H -1.70 0.88 -4.07
H -1.16 -0.58 -2.12
H 0.26 0.33 -2.72
H -3.03 -0.55 -1.27
H -4.06 -0.69 0.21
H -1.10 -1.63 -0.31
H -1.39 -0.82 1.27
H -3.35 -2.66 1.62
H -2.69 -3.47 0.17
H -0.88 -2.60 2.58
H -1.59 -4.31 2.37
H 0.39 -4.79 1.26
H -0.34 -3.85 -0.10
H 0.72 -1.69 1.05
H 1.69 -2.92 2.08
H 3.28 -2.50 0.19
H 2.37 -4.02 -0.18
H 1.05 -3.11 -1.99
H 1.02 -1.51 -1.20
H 2.41 -2.01 -3.50
H 2.78 -0.68 -2.36
H 4.55 -2.67 -3.41
H 4.25 -3.43 -1.81
H 4.78 -0.37 -1.69
H 6.07 -1.24 -2.58
H 7.03 -1.35 -0.52
H 6.13 -2.89 -0.33
H 5.57 -2.88 1.96
H 4.35 -1.29 3.98
H 3.92 1.24 2.66
H 4.93 0.89 0.12
H -3.88 2.56 -0.05
H -4.61 2.03 2.67
H -4.85 0.49 1.79
H -7.57 2.93 2.00
H -2.60 1.98 3.38
H -0.93 2.39 2.89
H -4.53 4.47 2.50
H -4.50 4.61 0.23
H -0.43 2.93 0.93
H 0.71 4.87 1.18
H 1.56 3.72 0.10
H 1.87 5.56 0.00
C -6.76 9.25 -7.76
O -7.14 8.18 -6.91
C -6.19 7.12 -6.94
C -6.30 6.28 -5.67
O -5.66 6.87 -4.55
C -6.34 7.98 -3.95
C -7.57 7.58 -3.16
O -8.67 7.37 -4.04
C -9.68 6.58 -3.44
H -6.69 8.92 -8.80
H -7.52 10.03 -7.69
H -5.80 9.68 -7.43
H -5.18 7.52 -7.02
H -6.42 6.50 -7.81
H -5.77 5.34 -5.85
H -7.34 6.02 -5.45
H -6.56 8.75 -4.69
H -5.62 8.41 -3.25
H -7.85 8.39 -2.47
H -7.36 6.67 -2.59
H -9.30 5.59 -3.17
H -10.49 6.45 -4.17
H -10.09 7.08 -2.55
C 13.75 1.36 0.93
O 12.44 0.83 0.83
C 12.41 -0.39 0.09
C 11.18 -1.20 0.45
O 11.31 -1.91 1.68
C 11.22 -1.13 2.87
C 9.81 -0.66 3.17
O 9.48 0.47 2.39
C 8.08 0.67 2.30
H 14.15 1.58 -0.06
H 13.70 2.28 1.51
H 14.41 0.65 1.46
H 13.31 -0.98 0.30
H 12.38 -0.13 -0.98
H 11.05 -1.97 -0.32
H 10.27 -0.59 0.44
H 11.93 -0.30 2.85
H 11.53 -1.80 3.67
H 9.73 -0.38 4.23
H 9.10 -1.48 2.97
H 7.60 -0.19 1.82
H 7.90 1.55 1.68
H 7.65 0.84 3.29
C -6.80 -8.84 2.09
O -5.40 -9.03 1.98
C -4.84 -8.27 0.92
C -3.36 -8.05 1.15
O -3.08 -7.01 2.09
C -3.32 -7.33 3.46
C -2.28 -8.27 4.05
O -2.57 -9.61 3.67
C -1.44 -10.45 3.80
H -7.31 -9.15 1.17
H -7.16 -9.45 2.92
H -7.03 -7.79 2.30
H -5.34 -7.30 0.84
H -4.99 -8.83 -0.01
H -2.92 -7.70 0.21
H -2.84 -8.97 1.42
H -4.34 -7.70 3.61
H -3.25 -6.38 4.00
H -2.31 -8.22 5.14
H -1.29 -7.98 3.69
H -0.63 -10.11 3.15
H -1.73 -11.46 3.49
H -1.09 -10.49 4.84
*
```

HOMO = -0.3669 Eh
Kohn-Sham gap = 6.4741 eV
Energy above the lowest of the compared OMol25 structures with the same formula, charge and spin = 0.000 eV
Max |F| = 0.0668 hartree/bohr